1.
The following is a quantum chemistry calculation of a structure of composition C51H36F20GeIMoN3OP2SSiTe in a non-equilibrium geometry, from the Open Molecules 2025 dataset.

Geometry (Å):
Mo1 -0.603 0.511 -0.639
N1 2.554 -0.437 -2.207
P1 2.240 -1.186 -0.746
C1 2.629 -2.918 -0.680
C2 1.892 -3.869 -1.367
C3 2.167 -5.192 -1.136
C4 3.169 -5.590 -0.280
C5 4.022 -4.637 0.308
C6 3.741 -3.290 0.105
C7 3.108 -0.244 0.483
C8 2.450 0.012 1.676
C9 3.147 0.729 2.698
C10 4.442 1.063 2.434
C11 5.111 0.857 1.242
C12 4.444 0.181 0.264
P2 1.538 0.942 -2.594
C13 1.556 0.831 -4.430
C14 0.386 1.039 -5.133
C15 0.350 0.791 -6.491
C16 1.487 0.475 -7.203
C17 2.697 0.385 -6.474
C18 2.731 0.462 -5.101
C19 2.666 2.388 -2.208
C20 3.269 3.150 -3.214
C21 4.200 4.144 -2.899
C22 4.469 4.388 -1.541
C23 3.888 3.618 -0.548
C24 3.003 2.614 -0.890
H1 2.396 -1.106 -2.970
H2 1.059 -3.600 -2.018
H3 1.567 -5.912 -1.609
H4 3.236 -6.672 -0.123
H5 4.845 -4.998 0.884
H6 4.326 -2.553 0.618
H7 1.435 -0.306 1.813
H8 2.754 0.965 3.682
H9 4.913 1.649 3.219
H10 6.114 1.258 1.019
H11 4.828 -0.034 -0.740
H12 -0.552 1.289 -4.685
H13 -0.591 0.820 -7.013
H14 1.474 0.300 -8.266
H15 3.597 0.136 -6.989
H16 3.647 0.288 -4.643
H17 3.030 2.945 -4.258
H18 4.738 4.655 -3.707
H19 5.099 5.223 -1.215
H20 4.067 3.777 0.501
H21 2.511 2.030 -0.124
C25 -0.273 4.346 -1.922
C26 -1.251 3.340 -2.407
C27 -1.959 3.656 -3.579
C28 -2.976 2.816 -4.027
C29 -3.254 1.640 -3.388
C30 -2.462 1.321 -2.271
N2 -1.482 2.152 -1.820
N3 -2.538 0.210 -1.454
Si1 -4.154 -0.078 -0.748
C31 -5.577 -0.007 -1.941
C32 -4.467 1.372 0.388
C33 -4.363 -1.688 0.145
H22 -0.673 4.832 -1.034
H23 -0.047 5.072 -2.717
H24 0.678 3.884 -1.647
H25 -1.846 4.658 -3.996
H26 -3.588 3.118 -4.878
H27 -4.037 0.966 -3.680
H28 -5.898 0.863 -2.488
H29 -6.425 -0.286 -1.314
H30 -5.424 -0.872 -2.598
H31 -4.496 2.214 -0.356
H32 -3.788 1.662 1.216
H33 -5.497 1.257 0.825
H34 -5.217 -2.162 -0.308
H35 -4.539 -1.557 1.195
H36 -3.458 -2.280 -0.108
F1 -2.932 -2.492 -3.723
Te1 -1.133 -1.861 -3.961
F2 -1.876 -0.721 -5.418
F3 0.934 -1.776 -4.082
F4 -0.782 -3.542 -2.879
F5 -0.811 -3.091 -5.271
O1 0.731 -1.034 -0.415
I1 -0.112 2.444 1.047
F6 -0.591 -1.270 6.127
C34 0.195 -2.041 5.374
C35 0.100 -1.925 4.006
C36 0.902 -2.746 3.197
F7 0.917 -2.581 1.894
C37 1.695 -3.742 3.762
F8 2.390 -4.573 2.972
C38 1.686 -3.873 5.155
F9 2.282 -4.959 5.698
C39 0.999 -3.000 5.982
F10 0.945 -3.254 7.309
Ge1 -1.287 -0.637 3.413
S1 -1.574 -0.670 1.215
C40 -2.983 -1.489 3.906
C41 -3.249 -2.787 3.470
F11 -2.317 -3.408 2.740
C42 -4.461 -3.400 3.781
F12 -4.797 -4.613 3.293
C43 -5.456 -2.689 4.461
F13 -6.661 -3.221 4.558
C44 -5.122 -1.498 5.059
F14 -6.059 -0.775 5.682
C45 -3.896 -0.923 4.786
F15 -3.604 0.244 5.378
C46 -0.955 1.138 4.088
C47 -1.864 2.164 3.982
F16 -3.056 1.933 3.466
C48 -1.574 3.508 4.319
F17 -2.515 4.470 4.194
C49 -0.295 3.824 4.756
F18 -0.029 5.078 5.123
C50 0.635 2.792 4.886
F19 1.881 3.103 5.265
C51 0.254 1.507 4.648
F20 1.210 0.567 4.863

Its orbital gap (alpha / beta) is 0.2464 / 0.2663 Eh. The net charge is 0. Its multiplicity is 3. The calculation puts the molar mass at 1632.0 g mol⁻¹. Its LUMO energy (alpha / beta) is -1.553 / -1.394 eV. Its energy relative to the best compared isomer or geometry (same formula, charge and spin) is 117.5 kJ/mol. Its total energy is -8283.2628 Eh. The calculation puts the HOMO energy (alpha / beta) at -8.258 / -8.639 eV.

2.
The following is a quantum chemistry calculation of a cluster of 2 separate species, CH4ClNO in total in a non-equilibrium geometry, from the Open Molecules 2025 dataset.

Geometry (Å):
C1 0.171 -0.038 -0.198
N1 -0.375 0.192 1.006
O1 0.183 0.998 -0.999
Cl1 1.751 -0.787 -0.159
H1 -0.917 -1.435 -0.845
H2 -0.697 -0.654 1.605
H3 -1.157 0.883 1.071
H4 1.042 0.841 -1.480

Its orbital gap (alpha / beta) is 0.2518 / 0.3607 Eh. The net charge is 0. Its multiplicity is 3. The calculation puts the molar mass at 81.5 g mol⁻¹. Its LUMO energy (alpha / beta) is 0.872 / -1.157 eV. Its energy relative to the best compared isomer or geometry (same formula, charge and spin) is 63.2 kJ/mol. Its total energy is -630.4886 Eh. The calculation puts the HOMO energy (alpha / beta) at -5.979 / -10.972 eV.

3.
The following is a quantum chemistry calculation of the molecule C6H12O in a non-equilibrium geometry, from the Open Molecules 2025 dataset.

Geometry (Å):
C1 2.573 -0.288 0.156
C2 1.495 0.364 -0.730
C3 0.125 0.150 -0.156
C4 -1.038 1.155 -0.401
C5 -2.379 0.668 -0.551
C6 -1.122 -1.271 1.116
O1 -0.120 -1.120 0.111
H1 2.550 0.104 1.180
H2 2.438 -1.372 0.215
H3 3.569 -0.089 -0.251
H4 1.645 1.451 -0.783
H5 1.577 -0.029 -1.755
H6 -1.254 -0.314 1.622
H7 -0.891 2.050 0.218
H8 -0.638 1.392 -1.411
H9 -2.561 -0.146 -1.250
H10 -3.150 0.863 0.194
H11 -0.735 -2.028 1.798
H12 -2.084 -1.540 0.678

Its orbital gap (alpha / beta) is 0.3151 / 0.2497 Eh. The net charge is 0. Its multiplicity is 1. The calculation puts the molar mass at 100.2 g mol⁻¹. Its LUMO energy (alpha / beta) is 0.878 / 0.474 eV. Its energy relative to the best compared isomer or geometry (same formula, charge and spin) is 433.1 kJ/mol. Its total energy is -310.8943 Eh. The calculation puts the HOMO energy (alpha / beta) at -7.698 / -6.321 eV.

4.
The following is a quantum chemistry calculation of a cluster of 2 separate species, CH4ClPS in total in a non-equilibrium geometry, from the Open Molecules 2025 dataset.

Geometry (Å):
C1 -1.371 -0.598 -0.109
Cl1 -2.142 0.970 -0.381
H1 -1.182 -1.122 -1.021
H2 -0.547 -0.506 0.516
H3 -1.972 -1.357 0.403
P1 2.377 0.538 -0.447
S1 1.952 2.248 0.383
H4 2.885 -0.173 0.655

Its orbital gap is 0.2709 Eh. The net charge is 0. Its multiplicity is 1. The calculation puts the molar mass at 114.5 g mol⁻¹. Its LUMO energy is -1.648 eV. Its energy relative to the best compared isomer or geometry (same formula, charge and spin) is 124.4 kJ/mol. Its total energy is -1240.1862 Eh. As for the structure (SMILES): CCl.P=S. The calculation puts the HOMO energy at -9.019 eV.